Version one
Here is the ion C4H9N3P with charge +1 from the Open Molecules 2025 dataset. Energies are from ωB97M-V/def2-TZVPD.

Computed properties:
SMILES string = [H]/N=[N+]1/C=CC[C@]1(N)P
2S+1 = 1
Kohn-Sham gap (alpha / beta) = 0.2804 / 0.2803 hartree
Molar mass = 130.11 g/mol
Total charge = +1

Cartesian coordinates (Å):
P 1.811 0.203 0.998
N -0.349 1.132 -0.087
N 0.838 -0.093 -1.819
N -0.122 2.408 -0.128
C 0.418 -0.042 -0.523
C -1.622 -0.672 0.756
C -0.559 -1.163 -0.119
C -1.449 0.688 0.737
H -0.882 -1.767 -0.927
H 1.165 0.197 2.235
H 2.048 -1.210 0.982
H 1.322 0.700 -2.117
H 0.723 2.541 -0.635
H -0.092 -2.070 0.320
H -2.324 -1.277 1.250
H -2.003 1.458 1.184
H 1.076 -1.033 -2.109

Results of the Mulliken charge analysis, in e, for atoms 1 through 5: atom 1 (P): 0.005, atom 2 (N): 0.565, atom 3 (N): -0.489, atom 4 (N): -0.748, atom 5 (C): 0.361

Version two
Here is the ion C4H9N3P with charge +1 from the Open Molecules 2025 dataset. Energies are from ωB97M-V/def2-TZVPD.

Computed properties:
SMILES string = C=C/C=[N+]1/N[C@@]1(N)P
2S+1 = 1
Kohn-Sham gap = 0.3413 hartree
Molar mass = 130.11 g/mol
Total charge = +1

Cartesian coordinates (Å):
P 2.012 -0.459 1.019
N 0.188 1.683 1.069
N 1.051 0.737 -1.141
N -0.635 0.676 0.552
C -1.727 0.009 0.402
C -1.660 -1.070 -0.638
C 0.814 0.668 0.224
C -0.430 -1.539 -0.817
H -2.508 -1.146 -1.262
H 0.448 -1.356 -0.179
H -0.280 -2.334 -1.658
H 1.013 -0.928 1.890
H -2.638 0.243 0.977
H 1.877 0.882 -1.562
H 0.216 1.070 -1.695
H -0.344 2.618 0.791
H 2.602 0.244 2.029

Results of the Mulliken charge analysis, in e, for atoms 1 through 5: atom 1 (P): -0.179, atom 2 (N): -0.609, atom 3 (N): -0.251, atom 4 (N): 0.262, atom 5 (C): 0.114

Which structure is the least stable? The one labeled version two.

Version one
Here is the molecule C2H2N4O2 from the Open Molecules 2025 dataset. Energies are from ωB97M-V/def2-TZVPD.

Computed properties:
SMILES string = [H]/N=C/n1nnc(=O)o1
2S+1 = 1
Kohn-Sham gap = 0.3477 hartree
Molar mass = 114.06 g/mol
Total charge = 0

Cartesian coordinates (Å):
O 0.293 3.028 -0.923
O 0.020 1.071 0.218
N -0.878 -1.073 1.746
N 0.694 -0.256 -1.295
N 1.156 0.938 -1.704
N 0.025 -0.234 -0.207
C -0.289 -1.314 0.650
C 0.469 1.843 -0.865
H -1.304 -1.770 2.318
H -0.185 -2.232 0.061

Results of the Mulliken charge analysis, in e, for atoms 1 through 5: atom 1 (O): -0.472, atom 2 (O): -0.244, atom 3 (N): -0.488, atom 4 (N): -0.447, atom 5 (N): -0.318

Version two
Here is the molecule C2H2N4O2 from the Open Molecules 2025 dataset. Energies are from ωB97M-V/def2-TZVPD.

Computed properties:
SMILES string = [H]/N=c1\nn[nH]oc1=O
2S+1 = 1
Kohn-Sham gap = 0.3326 hartree
Molar mass = 114.06 g/mol
Total charge = 0

Cartesian coordinates (Å):
O 1.171 2.015 -0.396
O 1.539 -0.318 -0.374
N -0.962 1.234 1.366
N -1.306 -0.466 -0.253
N -0.647 -1.347 -0.759
N 0.840 -1.516 -0.199
C 0.802 0.833 -0.120
C -0.511 0.622 0.415
H -2.036 0.912 1.382
H 1.109 -1.969 -1.063

Results of the Mulliken charge analysis, in e, for atoms 1 through 5: atom 1 (O): -0.500, atom 2 (O): -0.185, atom 3 (N): -0.487, atom 4 (N): -0.127, atom 5 (N): -0.204

Version three
Here is the molecule C2H2N4O2 from the Open Molecules 2025 dataset. Energies are from ωB97M-V/def2-TZVPD.

Computed properties:
SMILES string = [H]/N=c1/nnc(=O)o[nH]1
2S+1 = 1
Kohn-Sham gap = 0.3221 hartree
Molar mass = 114.06 g/mol
Total charge = 0

Cartesian coordinates (Å):
O 1.361 1.871 1.822
O 1.514 0.000 0.298
N -0.798 1.043 -0.823
N 0.626 -0.738 -0.667
N -1.880 -1.089 -0.379
N -0.045 1.795 -0.198
C -0.760 -0.374 -0.571
C 0.929 1.247 0.787
H 0.701 -1.747 -0.332
H -1.648 -2.008 0.062

Results of the Mulliken charge analysis, in e, for atoms 1 through 5: atom 1 (O): -0.463, atom 2 (O): -0.200, atom 3 (N): -0.152, atom 4 (N): -0.237, atom 5 (N): -0.584

Version four
Here is the molecule C2H2N4O2 from the Open Molecules 2025 dataset. Energies are from ωB97M-V/def2-TZVPD.

Computed properties:
SMILES string = C=Nn1onnc1=O
2S+1 = 1
Kohn-Sham gap = 0.3467 hartree
Molar mass = 114.06 g/mol
Total charge = 0

Cartesian coordinates (Å):
O -0.247 -1.256 0.013
O 1.298 1.811 -0.040
N 1.776 -0.470 -0.054
N -0.327 0.112 0.166
N 1.130 -1.516 -0.028
N -1.517 0.734 0.014
C -2.566 0.009 -0.061
C 0.934 0.674 0.023
H -2.555 -1.099 -0.037
H -3.502 0.530 -0.202

Results of the Mulliken charge analysis, in e, for atoms 1 through 5: atom 1 (O): -0.157, atom 2 (O): -0.478, atom 3 (N): -0.179, atom 4 (N): 0.651, atom 5 (N): 0.007

Which structure is the least stable? The one labeled version two.

Version one
Here is the molecule C2H2N4O2 from the Open Molecules 2025 dataset. Energies are from ωB97M-V/def2-TZVPD.

Computed properties:
SMILES string = NC(=O)c1nnon1
2S+1 = 1
Kohn-Sham gap = 0.3626 hartree
Molar mass = 114.06 g/mol
Total charge = 0

Cartesian coordinates (Å):
O -2.092 -0.686 0.017
O 2.029 -1.173 0.309
N -2.158 0.587 0.197
N -0.690 -1.059 -0.255
N 2.139 1.004 -0.116
N -1.043 1.232 0.085
C -0.104 0.032 -0.175
C 1.410 -0.078 -0.215
H 1.799 2.146 0.045
H 3.125 0.661 0.317

Results of the Mulliken charge analysis, in e, for atoms 1 through 5: atom 1 (O): -0.023, atom 2 (O): -0.603, atom 3 (N): 0.002, atom 4 (N): -0.177, atom 5 (N): -0.502

Version two
Here is the molecule C2H2N4O2 from the Open Molecules 2025 dataset. Energies are from ωB97M-V/def2-TZVPD.

Computed properties:
SMILES string = [H]/N=c1/onnn1C=O
2S+1 = 1
Kohn-Sham gap = 0.3544 hartree
Molar mass = 114.06 g/mol
Total charge = 0

Cartesian coordinates (Å):
O -1.495 0.793 -0.164
O 2.326 -0.238 -0.270
N 0.075 -0.422 0.455
N -1.956 -0.555 -0.155
N -0.976 -1.361 0.014
N 0.532 1.881 0.060
C 1.365 -0.956 -0.013
C -0.234 0.850 0.063
H 1.388 -2.074 0.166
H 1.446 1.468 0.387

Results of the Mulliken charge analysis, in e, for atoms 1 through 5: atom 1 (O): -0.190, atom 2 (O): -0.483, atom 3 (N): 0.148, atom 4 (N): -0.030, atom 5 (N): -0.196

Which structure is the least stable? The one labeled version one.

Version one
Here is a cluster of 2 separate species, C4H9S in total from the Open Molecules 2025 dataset. Energies are from ωB97M-V/def2-TZVPD.

Computed properties:
2S+1 = 1
Kohn-Sham gap = 0.2058 hartree
Molar mass = 89.18 g/mol
Total charge = -1

Cartesian coordinates (Å):
S 2.527 -2.137 -1.422
C -0.467 -0.662 1.283
C -1.201 1.732 1.160
C 1.489 -1.124 -2.573
C -0.881 0.437 1.911
H -2.277 1.719 0.955
H -0.454 -0.808 0.216
H -0.643 1.750 0.231
H -1.019 2.640 1.732
H 1.981 -0.163 -2.731
H 0.474 -1.010 -2.174
H -0.008 -1.365 1.972
H 1.433 -1.620 -3.542
H -0.954 0.610 2.981

Results of the Mulliken charge analysis, in e, for atoms 1 through 5: atom 1 (S): -0.770, atom 2 (C): -0.630, atom 3 (C): -0.965, atom 4 (C): -0.706, atom 5 (C): 0.096

Version two
Here is a cluster of 2 separate species, C4H9S in total from the Open Molecules 2025 dataset. Energies are from ωB97M-V/def2-TZVPD.

Computed properties:
2S+1 = 1
Kohn-Sham gap = 0.2328 hartree
Molar mass = 89.18 g/mol
Total charge = -1

Cartesian coordinates (Å):
S 1.239 0.097 -1.499
C -1.139 -0.692 1.795
C 3.038 -0.199 -1.384
C -2.073 -0.196 0.998
C -1.797 0.837 -0.062
H 3.462 0.484 -0.633
H -0.195 -0.216 2.019
H 3.276 -1.226 -1.108
H -0.744 0.796 -0.369
H -1.304 -1.656 2.267
H -1.938 1.879 0.259
H -3.012 -0.722 0.910
H 3.620 0.124 -2.258
H -2.433 0.693 -0.934

Results of the Mulliken charge analysis, in e, for atoms 1 through 5: atom 1 (S): -0.625, atom 2 (C): -0.617, atom 3 (C): -0.805, atom 4 (C): -0.056, atom 5 (C): -0.567

Version three
Here is a cluster of 2 separate species, C4H9S in total from the Open Molecules 2025 dataset. Energies are from ωB97M-V/def2-TZVPD.

Computed properties:
2S+1 = 1
Kohn-Sham gap = 0.2270 hartree
Molar mass = 89.18 g/mol
Total charge = -1

Cartesian coordinates (Å):
S -0.137 -1.907 0.490
C 0.354 1.655 0.542
C 1.002 -3.388 0.482
C -1.337 1.685 -1.327
C -0.592 2.425 -0.420
H -0.983 3.437 -0.429
H 1.544 -3.440 -0.525
H 1.735 -3.385 1.254
H 0.436 2.201 1.539
H 1.364 1.571 0.150
H 0.487 -4.288 0.557
H -1.447 0.608 -1.388
H -0.193 0.677 0.854
H -2.233 2.148 -1.778

Results of the Mulliken charge analysis, in e, for atoms 1 through 5: atom 1 (S): -0.672, atom 2 (C): -0.616, atom 3 (C): -0.842, atom 4 (C): -0.729, atom 5 (C): -0.074

Version four
Here is a cluster of 2 separate species, C4H9S in total from the Open Molecules 2025 dataset. Energies are from ωB97M-V/def2-TZVPD.

Computed properties:
2S+1 = 1
Kohn-Sham gap = 0.2201 hartree
Molar mass = 89.18 g/mol
Total charge = -1

Cartesian coordinates (Å):
S -0.466 1.338 -1.674
C -1.180 1.497 -0.105
C 0.456 -1.135 2.306
C 0.744 -1.618 -0.176
C 1.161 -1.782 1.047
H -0.091 -0.931 -0.488
H -0.564 -0.797 2.009
H 0.896 -0.148 2.494
H 2.133 -2.193 1.194
H -2.028 0.834 0.137
H 0.611 -1.754 3.216
H -0.498 1.204 0.823
H 1.270 -1.991 -1.076
H -1.362 2.606 0.046

Results of the Mulliken charge analysis, in e, for atoms 1 through 5: atom 1 (S): -0.694, atom 2 (C): -0.659, atom 3 (C): -1.002, atom 4 (C): -0.655, atom 5 (C): 0.232

Which structure is the least stable? The one labeled version three.

Version one
Here is the molecule C5H9N from the Open Molecules 2025 dataset. Energies are from ωB97M-V/def2-TZVPD.

Computed properties:
SMILES string = C=C/C(N)=C/C
2S+1 = 1
Kohn-Sham gap = 0.2880 hartree
Molar mass = 83.13 g/mol
Total charge = 0

Cartesian coordinates (Å):
N -0.146 -1.175 1.368
C -0.038 2.391 0.097
C 0.398 -0.149 0.585
C -0.350 1.122 0.355
C -0.277 -1.347 -1.564
C 0.584 -0.413 -0.767
H -0.343 -0.869 2.306
H -0.561 -2.229 -0.989
H 0.984 2.655 -0.125
H -1.396 0.887 0.540
H -1.207 -0.832 -1.822
H 1.296 0.194 -1.305
H 0.519 -1.927 1.455
H 0.208 -1.657 -2.485
H -0.804 3.147 0.121

Results of the Mulliken charge analysis, in e, for atoms 1 through 5: atom 1 (N): -0.553, atom 2 (C): -0.820, atom 3 (C): 0.687, atom 4 (C): -0.354, atom 5 (C): -1.113

Version two
Here is the molecule C5H9N from the Open Molecules 2025 dataset. Energies are from ωB97M-V/def2-TZVPD.

Computed properties:
SMILES string = C=C/C(N)=C/C
2S+1 = 1
Kohn-Sham gap = 0.2968 hartree
Molar mass = 83.13 g/mol
Total charge = 0

Cartesian coordinates (Å):
N -1.590 0.312 -0.734
C -0.483 -0.043 0.099
C 0.659 -2.025 0.942
C 1.158 1.902 -0.799
C -0.515 -1.324 0.706
C 0.662 0.800 0.187
H 0.817 -3.034 1.083
H 0.515 1.865 -1.621
H 1.167 2.909 -0.414
H 2.278 1.823 -1.032
H -1.585 -1.540 0.819
H 1.174 0.830 1.107
H 1.518 -1.455 0.856
H -2.276 -0.376 -0.966
H -1.367 0.932 -1.507

Results of the Mulliken charge analysis, in e, for atoms 1 through 5: atom 1 (N): -0.493, atom 2 (C): 0.650, atom 3 (C): -0.851, atom 4 (C): -1.077, atom 5 (C): -0.380

Which structure is the least stable? The one labeled version one.

Version one
Here is the molecule C5H9N from the Open Molecules 2025 dataset. Energies are from ωB97M-V/def2-TZVPD.

Computed properties:
SMILES string = C=C/C=C(/C)N
2S+1 = 1
Kohn-Sham gap = 0.3047 hartree
Molar mass = 83.13 g/mol
Total charge = 0

Cartesian coordinates (Å):
N 1.344 -0.484 -1.146
C -0.443 0.109 0.445
C -0.389 -2.120 -0.652
C -0.475 2.457 1.375
C 0.111 -0.657 -0.528
C -0.106 1.539 0.468
H -0.018 1.849 -0.575
H -0.698 3.504 1.225
H 0.384 -2.621 -1.238
H 1.783 0.414 -1.241
H -1.329 -2.194 -1.191
H -0.534 2.260 2.451
H -1.027 -0.251 1.274
H -0.538 -2.526 0.353
H 1.934 -1.279 -1.021

Results of the Mulliken charge analysis, in e, for atoms 1 through 5: atom 1 (N): -0.468, atom 2 (C): -0.288, atom 3 (C): -1.110, atom 4 (C): -0.762, atom 5 (C): 0.602

Version two
Here is a structure of composition C5H9N from the Open Molecules 2025 dataset. Energies are from ωB97M-V/def2-TZVPD.

Computed properties:
2S+1 = 1
Kohn-Sham gap = 0.3831 hartree
Molar mass = 83.13 g/mol
Total charge = 0

Cartesian coordinates (Å):
N 3.046 0.564 -0.337
C -0.583 0.041 0.399
C 1.888 0.569 -0.210
C -0.609 1.304 -0.428
C -1.241 -1.196 -0.236
C 1.056 -0.310 0.629
H -1.124 1.253 -1.395
H -0.918 0.198 1.430
H 1.412 -0.157 1.663
H 1.310 -1.344 0.343
H -0.965 -2.083 0.344
H -0.819 2.229 0.118
H -2.338 -1.177 -0.295
H -0.863 -1.334 -1.257
H 0.748 1.442 -0.765

Results of the Mulliken charge analysis, in e, for atoms 1 through 5: atom 1 (N): -0.490, atom 2 (C): 0.487, atom 3 (C): 0.172, atom 4 (C): -1.076, atom 5 (C): -1.497

Which structure is the least stable? The one labeled version two.